Record 1
Below is a structure of composition C43H37F6N6O10P2S7Y, with properties calculated with the ωB97M-V functional and the def2-TZVPD basis.

Properties
Energy above the lowest of the compared OMol25 structures with the same formula, charge and spin (eV): 0.000
Frontier orbital gap (eV): 5.636
Multiplicity: 1

Last column: Mulliken charge in e.
Element x y z (Å)
C1 1.72118 -2.07945 -6.14037  -0.86
H1 -4.91749 4.63563 3.87271  0.41
H2 -5.75382 0.03297 -0.32345  0.48
H3 -0.80359 1.93641 4.43998  0.38
N1 -0.42422 3.18327 0.03316  0.04
H4 3.12361 -0.93255 -2.71698  0.08
C2 -5.83425 -2.08497 -0.68359  -0.70
S1 -2.18886 0.95100 2.15143  -0.02
C3 -3.79944 -0.81097 -0.56557  -0.05
O1 -0.79183 4.32963 -0.20831  -0.86
H5 -6.91520 -2.13077 -0.63379  0.41
C4 -1.98961 3.57317 5.21727  -0.89
C5 5.90952 2.28888 2.63587  0.53
S2 4.22830 1.93979 -0.87264  0.86
O2 4.25724 0.97093 -1.91996  -0.58
C6 -2.92540 -0.44041 3.01058  0.75
S3 2.44379 -1.86125 -0.31470  -0.40
C7 -0.03476 -5.22886 0.73162  -0.56
H6 -4.38997 2.80411 2.28294  0.42
O3 -0.70849 0.77472 2.28744  -0.10
F1 3.49105 3.74539 -2.56777  -0.17
O4 6.70647 0.18892 1.33698  -0.65
C8 -0.57931 -3.44195 -0.78239  1.37
H7 -1.08402 -1.90158 -3.33900  0.79
H8 1.33632 -2.39043 -7.10302  0.44
H9 1.58939 1.59569 -4.90969  0.44
F2 5.64101 3.55360 -2.37700  -0.20
C9 -4.86804 -1.68590 3.63214  -0.77
C10 -3.73260 3.01360 3.12097  -0.27
C11 -4.04500 -2.68114 4.15207  -0.61
N2 2.01289 3.36117 2.55262  -0.24
N3 0.56739 2.88644 0.89439  0.91
H10 -1.01410 -1.32033 3.42813  0.09
F3 4.49995 4.55253 -0.82530  -0.20
C12 -2.66541 -2.54954 4.09053  -0.59
C13 -0.47897 -3.93418 0.52163  -0.45
H11 -4.48445 -3.56397 4.59862  0.40
H12 0.91668 3.68281 -6.03236  0.43
C14 -4.30862 -0.56289 3.04883  -0.53
H13 -0.71132 -3.28955 1.36334  -0.07
H14 -1.30930 4.66869 -5.58402  0.40
C15 -0.22121 -4.23686 -1.86451  -0.68
C16 3.17677 -5.20240 2.29910  0.63
N4 2.05444 1.97164 2.76607  0.11
C17 2.72954 -1.26223 -3.66841  0.15
C18 -3.71616 -3.18634 -0.98334  -1.05
H15 0.68339 -7.03045 -0.18083  0.38
C19 -1.69928 2.53943 4.34115  -0.40
H16 -4.94292 0.20936 2.62419  0.27
H17 -1.97072 -0.52421 -2.75071  0.78
O5 -0.79450 -0.87109 0.15715  3.14
C20 -0.26152 1.38951 -3.83047  0.38
C21 2.62950 -2.94543 1.02519  -0.26
F4 5.86757 1.72951 3.84123  -0.23
C22 -3.06302 -1.97297 -0.80226  0.68
C23 0.22559 -5.53125 -1.64484  -0.72
H18 0.52568 -6.14495 -2.48467  0.44
H19 -3.28415 0.13172 -0.41887  0.22
H20 -5.94456 -1.79396 3.67343  0.43
S4 5.55244 1.01918 1.34038  1.00
C24 -1.88069 3.13283 -4.20081  -0.81
O6 -0.93288 2.19218 -0.47460  -0.14
F5 4.95763 3.25844 2.60094  -0.22
C25 4.49662 3.55315 -1.71102  0.44
C26 -5.18262 -0.86917 -0.50833  -0.97
C27 1.43374 -0.93283 -4.04467  0.51
C28 -1.50548 1.95774 -3.56809  -0.24
C29 -5.10336 -3.23991 -0.92001  -0.84
C30 0.61168 2.02209 -4.71708  -0.81
H21 -0.07605 -1.05382 -5.58414  0.47
H22 3.63537 -3.00598 -6.42780  0.41
H23 1.59514 5.76021 2.03544  0.21
F6 7.08712 2.86396 2.45816  -0.22
H24 -2.17989 1.51361 -2.84700  0.12
S5 1.45808 -1.28293 2.87855  -0.57
H25 -5.61046 -4.18752 -1.05165  0.45
O7 3.49638 -6.32741 2.59773  -0.66
Y1 1.16128 0.35788 0.66486  -0.47
C31 1.21823 3.82324 1.56707  0.14
C32 -2.58150 2.26461 3.30688  0.46
S6 3.40039 -4.49056 0.69920  -0.10
H26 0.52842 5.48802 0.67929  0.22
O8 4.27351 0.47771 1.73534  -0.56
C33 -1.01381 3.75054 -5.09192  -0.53
C34 -1.06402 -1.10767 -2.59004  -2.36
H27 2.97687 1.62208 2.49944  -0.26
H28 -2.84753 3.57120 -3.98833  0.44
N5 5.46092 1.95275 0.07650  -0.59
C35 3.51888 -2.01180 -4.53420  -1.22
C36 3.01686 -2.42088 -5.75843  -0.47
H29 -3.14334 -4.09108 -1.15434  0.48
H30 0.07301 -5.60270 1.74211  0.49
C37 0.92992 -1.33458 -5.28504  -0.69
C38 -2.09189 -1.42227 3.51364  -0.10
H31 4.52649 -2.27290 -4.23820  0.50
C39 -3.15113 4.32110 5.05135  -0.48
C40 2.21275 -2.73061 2.28499  0.26
H32 -1.31454 3.79395 6.03469  0.44
H33 -3.37407 5.12792 5.73838  0.39
S7 2.43623 -4.05073 3.42491  -0.19
C41 0.31310 -6.02727 -0.35127  -0.80
H34 1.93265 1.77585 3.75174  0.32
P1 -1.27145 -1.80518 -0.91506  0.98
H35 2.81261 3.91164 2.82471  0.22
O9 2.94801 2.11602 -0.18790  -0.45
H36 -2.02226 -3.32754 4.48428  0.51
C42 -4.02115 4.04370 4.00636  -0.72
O10 1.09469 0.42176 -1.67782  0.77
P2 0.37936 -0.02750 -2.91339  2.04
C43 0.23417 3.19796 -5.34645  -0.77
H37 -0.26101 -3.85424 -2.87865  0.20
N6 1.17538 5.13816 1.36737  -0.33

Record 2
Below is a structure of composition C43H38Br2Cl85F2N4O3P, with properties calculated with the ωB97M-V functional and the def2-TZVPD basis.

Properties
Frontier orbital gap (eV): 7.583
Multiplicity: 1

Last column: Mulliken charge in e.
Element x y z (Å)
Cl1 -10.00299 2.25712 0.13211  -0.08
H1 0.42803 -0.34551 1.11621  -1.26
O1 -4.40191 0.72522 -2.19049  -0.22
C1 -6.66992 3.26610 5.45598  0.08
C2 3.74655 0.93118 12.93354  0.28
Cl2 3.00136 -0.21976 11.79577  0.01
C3 0.23012 5.53003 -0.21069  -0.08
H2 4.09840 2.68783 2.56280  0.36
Cl3 2.49406 -6.39748 -13.75665  -0.09
Cl4 3.89806 -3.97725 -12.95873  -0.03
C4 4.34661 9.53917 -1.49963  0.27
H3 2.66919 -0.29568 -0.49098  -0.35
Cl5 -4.70521 -4.49618 1.40024  -0.09
H4 4.14683 -0.46660 -2.07658  0.18
Cl6 0.63759 -6.09305 -3.64671  -0.07
Cl7 -1.03570 6.68890 4.95515  -0.06
Cl8 -4.67239 -2.59491 -1.23201  0.04
C5 4.86660 2.63768 0.43502  0.26
H5 -0.15131 -1.94588 -1.64701  0.32
C6 3.27609 1.38159 -6.89748  0.04
H6 4.62839 2.13330 -0.58842  -0.29
Cl9 3.14152 -4.08038 -7.73276  -0.09
Cl10 -3.70745 7.79323 4.93171  0.01
Cl11 -3.83743 -1.73511 1.69862  0.16
C7 4.77962 -1.94400 0.24141  -0.47
Cl12 -10.96988 -5.00621 -1.76906  -0.09
H7 0.44313 2.98521 2.74844  -0.08
C8 -2.77706 -0.13076 -0.11716  0.89
Cl13 1.39255 5.15312 5.41403  -0.09
C9 2.63008 -8.89489 -8.80504  0.27
Cl14 -1.63578 -5.60846 -5.39658  -0.07
Cl15 2.58752 -2.28154 9.86235  -0.07
Cl16 -3.64944 -4.21542 -3.42138  0.07
C10 -2.43337 0.02620 1.47812  -0.20
Cl17 -6.22079 6.42134 4.41552  0.07
Cl18 -4.03808 -3.45761 4.03489  -0.14
Cl19 2.99255 -3.44827 7.22791  -0.04
C11 2.37617 -2.02908 8.11127  0.18
C12 -6.15338 -5.90899 -7.09601  0.24
H8 1.07211 0.10857 -1.90990  0.34
C13 2.44381 0.61278 0.25028  -0.16
P1 1.95232 1.25801 2.93231  -0.80
C14 5.10038 -2.34663 2.95505  -0.83
N1 5.21904 -4.12210 4.48015  -0.46
Cl20 -10.88978 -2.81895 -3.68597  -0.10
H9 6.83232 -1.24442 -0.55963  0.62
H10 -2.45201 -2.18388 -1.05244  0.27
Cl21 -12.38046 2.49814 4.01138  -0.10
H11 2.67872 -3.37890 3.90472  -0.54
C15 4.12394 -1.75911 1.71472  0.51
Cl22 -12.55341 5.35643 4.52652  -0.11
Cl23 2.89498 -7.16377 -8.47677  0.03
Cl24 -7.03914 3.55359 3.73676  -0.05
Cl25 8.59354 -2.43192 9.11136  -0.11
C16 0.22877 0.09496 -1.09984  -0.40
Cl26 0.03454 -7.95672 -5.79820  0.00
Cl27 3.32873 -0.05403 -7.95131  -0.01
Cl28 3.99586 0.98453 -5.31666  0.03
Cl29 -10.02387 4.59099 -1.60519  -0.08
Cl30 -1.71588 -7.79572 -3.47968  -0.10
C17 -3.31160 1.09782 2.41500  -0.51
H12 -0.56493 0.91517 -1.45064  -0.09
F1 4.27264 4.88255 -0.80094  -0.16
Cl31 -12.13914 4.38959 1.81370  -0.08
Cl32 -0.71557 5.17543 7.41930  -0.12
H13 4.36271 -4.65824 4.75705  0.18
Cl33 -6.45047 -2.55335 2.68266  -0.13
Cl34 -6.13570 9.32901 4.47284  -0.10
C18 3.28826 0.64094 1.61581  1.16
Cl35 -4.23187 2.57701 -4.73787  -0.07
C19 -9.05045 3.64556 -0.45065  0.17
Cl36 4.92102 -5.59776 -15.14810  -0.10
N2 1.47418 2.96226 2.51824  0.33
Cl37 -6.07640 -5.01514 -2.02993  -0.06
Cl38 5.75881 -3.54010 -0.04184  -0.19
Cl39 4.84403 2.01812 12.04540  -0.10
H14 -2.27466 -0.80092 -2.31999  -0.29
C20 4.41022 1.87154 1.77704  -0.84
Cl40 -5.81557 7.81554 6.93699  -0.11
Cl41 -10.00646 4.16416 3.77999  0.05
Cl42 -7.57603 3.05685 -1.25934  -0.04
C21 -11.76992 4.10210 3.53292  0.22
C22 -0.36988 5.19971 5.67163  0.20
C23 0.92695 -1.95267 3.70809  0.42
C24 5.75384 -0.77386 -0.33661  -0.10
C25 -4.01902 0.79929 -0.74183  0.38
C26 -4.75785 -3.06056 2.45407  0.23
O2 3.83185 -0.47910 2.23243  0.00
Cl43 5.98498 4.19022 -5.91054  -0.09
H15 1.52214 -1.19968 4.37645  -0.07
Cl44 -8.59899 4.67736 0.93003  -0.01
Cl45 -5.44900 -7.00227 -8.31392  -0.10
Cl46 -7.28046 1.66214 5.93444  -0.09
C27 5.37609 4.58621 -4.28364  0.18
H16 0.17068 -1.47013 2.96006  -0.62
Br1 4.61757 -1.35351 4.68057  0.22
H17 5.08953 4.78320 1.18048  0.19
N3 -0.50696 -1.22138 -0.98060  -0.15
C28 2.93017 -3.82792 -9.48384  0.43
Cl47 3.39406 8.15073 -0.91687  0.02
H18 1.85635 -1.97562 1.02654  -0.66
Cl48 5.64099 6.31733 -3.95538  -0.03
Cl49 -7.11932 -4.65401 -7.91231  -0.10
H19 0.28386 1.56372 0.62380  0.04
Cl50 -0.11557 5.50575 1.53699  0.01
C29 -2.95785 1.61633 -5.53053  0.21
Cl51 1.99255 5.48344 -0.46829  0.07
H20 5.39652 1.37646 2.23731  0.21
H21 3.05574 2.33202 4.65950  0.24
C30 2.67337 -2.59115 1.64250  1.72
H22 2.53366 1.56961 -0.45969  0.13
Cl52 6.21954 -4.09794 9.34275  -0.10
H23 3.27208 4.28099 1.10588  0.09
Cl53 4.19651 2.70704 -7.65293  -0.10
Cl54 -2.03593 0.71979 -4.29724  0.02
Cl55 5.82102 8.95045 -2.30831  -0.10
Cl56 6.46086 -2.20649 7.14507  -0.03
Cl57 -0.43570 7.01922 -0.92716  -0.11
H24 -4.81036 -0.18499 -2.35610  0.11
Cl58 -1.12079 3.78123 4.89783  0.06
C31 -9.92384 -4.07393 -2.86968  0.18
Cl59 -3.70303 0.46540 -6.66829  -0.11
Cl60 0.64587 -1.80876 7.74767  -0.08
H25 1.95336 3.61238 3.18235  0.05
C32 -4.51668 2.01171 1.77983  0.03
N4 5.11483 -3.83225 3.10335  0.04
Cl61 4.66847 0.03464 14.16682  -0.10
Cl62 1.19986 -3.60760 -9.84744  -0.09
Cl63 2.47319 -4.06361 -15.49395  -0.10
C33 0.77841 0.52217 0.42444  1.48
H26 6.00708 -4.82883 4.57138  0.25
Cl64 3.83252 -2.37667 -9.98790  -0.13
Cl65 6.04659 -1.23964 9.85789  0.00
H27 -5.08757 2.74878 2.50843  -0.21
H28 5.99272 0.10664 0.39436  -0.03
H29 0.26457 -2.59712 4.46470  0.41
H30 -3.03555 1.20414 3.55086  0.38
Cl66 -9.21946 -5.16721 -4.08758  -0.01
Cl67 0.88747 -9.25591 -8.71895  -0.10
Cl68 1.58347 1.88880 -6.66889  0.02
H31 1.30644 -3.97429 2.79084  0.47
Cl69 -0.52079 4.11155 -0.98448  0.02
Cl70 3.23897 -9.29088 -10.43194  -0.11
O3 2.68817 1.40316 4.50368  -0.41
F2 2.78102 -3.87605 0.85316  -0.51
C34 -0.66984 -6.86344 -4.58029  0.21
Cl71 -6.09727 -2.68127 -3.76723  -0.05
Cl72 6.24513 3.61210 -3.07097  -0.09
Cl73 3.54655 -5.24712 -10.36720  -0.06
Cl74 -4.90646 3.32816 5.70305  0.02
Cl75 3.49912 -9.86900 -7.59236  -0.10
C35 -5.46988 7.83982 5.18931  0.17
Cl76 -7.45341 4.52043 6.44958  -0.04
Cl77 -1.86037 2.70327 -6.41867  -0.10
Cl78 -4.84595 -5.13861 -6.16243  0.05
Cl79 -8.61640 -3.30354 -1.93610  0.02
C36 -4.89640 1.85458 0.18555  -0.05
C37 1.98650 -3.01920 3.03649  -0.58
H32 5.60534 0.86614 -2.06480  -0.10
Cl80 -7.19942 -6.84127 -5.99540  -0.09
H33 -5.75781 2.49523 -0.28669  -0.27
Cl81 3.37319 10.48460 -2.65417  -0.11
C38 3.44661 -5.00905 -14.33941  0.29
C39 6.83008 -2.49398 8.86429  0.13
Cl82 4.79806 10.57096 -0.11895  -0.11
Br2 7.04956 -1.78174 2.74132  -0.08
Cl83 3.63347 4.22519 -4.19755  -0.05
C40 4.28350 4.20227 0.52272  -0.38
C41 -5.12385 -3.62671 -2.61269  -0.13
H34 6.02315 -4.18124 2.71196  0.42
C42 -1.99753 -1.08953 -1.19765  -0.23
H35 6.05291 2.76567 0.47179  0.34
Cl84 3.27853 -0.57782 7.60721  -0.02
C43 5.27526 -0.25695 -1.85573  -0.70
Cl85 2.47252 1.89186 13.72619  -0.11
H36 -1.57078 -0.61902 1.94080  0.02
H37 3.89757 -2.06520 -0.55574  0.46
H38 5.88252 -0.89748 -2.66044  0.39

| no. | maximum force (eV/A) |
| --- | --- |
| 1 | 0.6 |
| 2 | 4.7 |